Record 1
A molecular structure, C21H42NO3P3Pt, computed with wB97M-V/def2-TZVPD.

Values from the calculation:
2S+1: 5
Strongest force on any atom, eV/Å: 15.18
E, Ha: -2247.4503
Charge: +4
Expectation value of S²: 6.029

CARTESIAN COORDINATES (ANGSTROEM)
P1 3.549 -0.519 0.368
C1 4.278 -0.713 1.997
H1 5.356 -0.918 1.891
H2 3.810 -1.551 2.537
H3 4.150 0.208 2.586
C2 3.164 -2.121 -0.341
H4 2.888 -2.027 -1.402
H5 2.340 -2.596 0.214
H6 4.058 -2.764 -0.271
C3 4.612 0.435 -0.713
H7 5.561 -0.105 -0.863
H8 4.831 1.410 -0.255
H9 4.131 0.595 -1.690
P2 -0.945 3.476 -0.884
C4 -0.716 3.532 0.928
H10 -1.143 4.444 1.366
H11 0.356 3.483 1.164
H12 -1.201 2.649 1.371
C5 -0.027 4.853 -1.678
H13 -0.065 4.697 -2.769
H14 1.026 4.795 -1.369
H15 -0.416 5.848 -1.444
C6 -2.729 3.671 -1.274
H16 -3.129 4.668 -1.058
H17 -3.296 2.922 -0.702
H18 -2.864 3.450 -2.345
P3 -2.755 -2.343 0.303
C7 -3.425 -2.778 1.912
H19 -3.853 -3.792 1.870
H20 -4.216 -2.068 2.195
H21 -2.631 -2.755 2.671
C8 -4.019 -2.371 -0.962
H22 -4.531 -3.347 -0.938
H23 -3.584 -2.224 -1.961
H24 -4.760 -1.580 -0.774
C9 -1.382 -3.423 -0.095
H25 -1.696 -4.465 0.083
H26 -0.518 -3.193 0.549
H27 -1.094 -3.326 -1.151
Pt1 -0.265 1.088 -2.760
C10 1.995 0.416 0.587
O1 0.987 0.932 0.860
C11 -2.118 -0.642 0.509
O2 -1.581 0.352 0.815
C12 -1.370 0.018 -4.087
C13 -0.879 -0.821 -3.042
C14 0.504 -0.780 -2.677
C15 1.397 0.107 -3.375
C16 0.894 0.917 -4.437
C17 -0.474 0.870 -4.792
H28 -2.437 0.064 -4.275
H29 -1.568 -1.445 -2.458
H30 0.865 -1.355 -1.824
H31 2.426 0.202 -3.036
H32 1.556 1.645 -4.901
H33 -0.863 1.558 -5.530
C18 0.612 -2.368 5.721
N1 0.502 -1.763 4.404
C19 -0.056 -0.426 4.346
C20 0.650 -2.465 3.251
C21 1.111 -3.887 3.376
O3 0.418 -1.917 2.148
H34 0.542 -1.572 6.468
H35 1.575 -2.883 5.839
H36 -0.191 -3.099 5.909
H37 0.182 0.044 3.391
H38 -1.152 -0.445 4.468
H39 0.365 0.159 5.171
H40 1.282 -4.290 2.375
H41 2.047 -3.949 3.948
H42 0.347 -4.501 3.877

---

Record 2
7 unconnected molecules or ions with the total composition C21H42O13, computed with wB97M-V/def2-TZVPD.

Values from the calculation:
Strongest force on any atom, eV/Å: 2.95
E, Ha: -1803.4377
Charge: 0
SMILES: COC(=O)OC.COC(=O)OC.COC(=O)OC.CC(C)=O.CC(C)=O.CC(C)=O.CC(C)=O

CARTESIAN COORDINATES (ANGSTROEM)
C1 5.479 2.538 -0.894
O1 4.158 2.998 -1.045
C2 3.164 2.278 -0.491
O2 3.277 1.134 -0.031
O3 2.055 2.957 -0.764
C3 0.836 2.397 -0.483
H1 6.090 3.386 -1.204
H2 5.811 1.708 -1.518
H3 5.754 2.276 0.128
H4 0.486 1.662 -1.208
H5 0.067 3.168 -0.433
H6 0.914 1.837 0.448
C4 1.936 -5.199 -3.587
O4 2.252 -4.004 -2.897
C5 3.289 -3.273 -3.334
O5 3.924 -3.538 -4.352
O6 3.511 -2.305 -2.446
C6 4.731 -1.488 -2.561
H7 1.143 -5.698 -3.031
H8 2.702 -5.974 -3.600
H9 1.644 -5.117 -4.634
H10 5.528 -2.043 -2.066
H11 4.607 -0.597 -1.945
H12 5.025 -1.252 -3.584
C7 -3.677 -0.011 0.412
O7 -2.373 -0.590 0.525
C8 -1.586 -0.681 -0.565
O8 -1.850 -0.175 -1.674
O9 -0.515 -1.409 -0.243
C9 0.629 -1.461 -1.126
H13 -4.328 -0.344 1.220
H14 -4.238 -0.389 -0.443
H15 -3.682 1.073 0.306
H16 0.900 -0.443 -1.407
H17 0.313 -1.944 -2.050
H18 1.371 -2.065 -0.604
C10 -2.104 0.947 -5.204
C11 -1.476 2.186 -4.643
C12 -0.321 1.992 -3.757
O10 -1.807 3.311 -4.971
H19 -2.789 1.284 -5.982
H20 -2.769 0.426 -4.515
H21 -1.306 0.362 -5.662
H22 -0.215 0.939 -3.496
H23 -0.395 2.583 -2.843
H24 0.529 2.262 -4.383
C13 -0.820 -0.808 3.353
C14 -0.431 0.639 3.305
C15 -1.524 1.686 3.419
O11 0.738 0.923 3.253
H25 -0.857 -1.202 4.368
H26 -0.048 -1.427 2.895
H27 -1.784 -1.002 2.882
H28 -2.398 1.457 2.808
H29 -1.122 2.664 3.153
H30 -1.848 1.807 4.453
C16 3.645 -2.021 1.735
C17 2.700 -2.706 2.716
C18 2.873 -2.404 4.212
O12 1.845 -3.496 2.292
H31 4.643 -2.435 1.593
H32 3.692 -0.961 1.988
H33 3.219 -2.192 0.746
H34 3.751 -2.914 4.607
H35 1.974 -2.741 4.728
H36 2.925 -1.323 4.343
C19 -5.833 2.809 2.631
C20 -6.903 1.780 3.051
C21 -7.673 2.020 4.329
O13 -7.020 0.752 2.474
H37 -5.984 3.211 1.630
H38 -4.842 2.355 2.631
H39 -5.828 3.721 3.228
H40 -7.139 1.973 5.279
H41 -8.389 1.199 4.345
H42 -8.253 2.933 4.193